Entry 1:
Density functional theory data (ωB97M-V/def2-TZVPD) for a molecular structure, C23H61AgN5O8 in a non-equilibrium geometry.

The value obtained for the frontier orbital gap (spin up / spin down) is 3.65 / 3.61 eV. Its total charge is 0. Its electronic energy is -52657.981 eV. The energy above the lowest of the compared OMol25 structures with the same formula, charge and spin comes out at 728.9 kJ/mol. Its spin multiplicity is 2. The maximum force is 3.2 eV Å⁻¹. The LUMO energy (spin up / spin down) comes out at -0.1091 / -0.1097 Eh.

Each line ends with the Mulliken charge.
Element x y z (Å)
1 Ag 6.891 7.229 0.466  0.872
2 C 6.775 2.345 -0.251  -0.408
3 O 7.020 3.151 0.853  -0.310
4 H 7.594 2.376 -0.969  0.228
5 H 6.467 1.332 0.010  0.244
6 H 5.863 2.744 -0.695  0.244
7 C 1.739 8.321 -2.930  -0.710
8 C 2.959 7.916 -2.088  0.597
9 O 2.918 8.041 -0.820  -0.737
10 O 4.025 7.533 -2.606  -0.735
11 H 1.462 7.430 -3.494  0.225
12 H 2.158 9.030 -3.644  0.214
13 H 0.875 8.700 -2.384  0.242
14 C 10.169 5.739 -9.608  -1.497
15 C 8.847 6.341 -9.213  0.561
16 C 7.759 6.149 -10.303  -0.722
17 O 6.519 6.747 -9.848  -0.346
18 C 6.349 8.168 -9.963  -0.739
19 N 8.218 5.807 -7.931  -0.761
20 H 10.915 6.419 -10.018  0.365
21 H 10.079 4.799 -10.153  0.291
22 H 10.734 5.506 -8.705  0.430
23 H 8.959 7.425 -9.218  0.204
24 H 7.423 5.135 -10.519  0.346
25 H 8.189 6.581 -11.206  0.357
26 H 6.458 8.599 -10.958  0.324
27 H 7.175 8.675 -9.464  0.277
28 H 5.463 8.529 -9.440  0.300
29 H 7.981 4.847 -8.133  0.281
30 H 7.272 6.145 -7.826  0.329
31 C -6.174 10.418 0.308  -1.511
32 C -6.826 9.098 -0.093  0.426
33 C -5.746 8.002 -0.255  -0.720
34 O -6.338 6.885 -0.774  -0.287
35 C -5.554 5.659 -0.755  -0.796
36 N -7.734 8.711 0.966  -0.733
37 H -5.520 10.765 -0.491  0.395
38 H -5.557 10.393 1.206  0.290
39 H -6.945 11.163 0.507  0.383
40 H -7.386 9.205 -1.022  0.366
41 H -5.257 7.807 0.699  0.341
42 H -4.919 8.435 -0.818  0.369
43 H -6.072 4.786 -1.154  0.274
44 H -5.240 5.339 0.239  0.328
45 H -4.614 5.748 -1.299  0.317
46 H -7.200 8.219 1.668  0.270
47 H -8.387 8.040 0.588  0.287
48 C 2.651 14.976 -3.999  -1.334
49 C 1.380 15.610 -3.388  0.357
50 C 1.471 15.886 -1.806  -0.596
51 O 1.600 14.707 -0.960  -0.343
52 C 0.494 13.828 -0.967  -0.700
53 N 1.143 16.893 -4.097  -0.668
54 H 2.694 15.138 -5.076  0.399
55 H 2.597 13.931 -3.694  0.343
56 H 3.546 15.371 -3.518  0.302
57 H 0.592 14.859 -3.447  0.249
58 H 0.531 16.399 -1.605  0.314
59 H 2.365 16.474 -1.599  0.318
60 H -0.202 14.144 -0.189  0.301
61 H 0.780 12.934 -0.413  0.275
62 H 0.069 13.633 -1.951  0.294
63 H 1.960 17.443 -4.320  0.241
64 H 0.671 16.740 -4.977  0.250
65 C -2.221 -1.475 -8.293  -1.237
66 C -2.764 -0.183 -8.938  0.264
67 C -2.452 1.128 -8.226  -0.666
68 O -1.073 1.458 -8.256  -0.358
69 C -0.626 2.497 -7.382  -0.803
70 N -2.187 -0.163 -10.276  -0.801
71 H -2.639 -2.344 -8.801  0.360
72 H -2.657 -1.526 -7.295  0.341
73 H -1.133 -1.527 -8.247  0.249
74 H -3.838 -0.338 -9.048  0.387
75 H -2.811 1.007 -7.204  0.377
76 H -3.075 1.929 -8.623  0.401
77 H -0.387 2.046 -6.419  0.294
78 H -1.328 3.286 -7.112  0.340
79 H 0.205 2.959 -7.916  0.249
80 H -1.326 0.238 -9.934  0.348
81 H -2.522 0.527 -10.933  0.258
82 C 11.331 9.479 -3.255  -1.473
83 C 10.341 9.418 -2.031  0.338
84 C 9.310 10.501 -2.136  -0.798
85 O 8.434 10.372 -1.016  -0.262
86 C 7.490 11.378 -1.038  -0.887
87 N 9.751 8.076 -2.012  -0.592
88 H 11.879 10.420 -3.301  0.407
89 H 10.953 9.193 -4.236  0.385
90 H 12.118 8.752 -3.055  0.407
91 H 10.867 9.506 -1.081  0.279
92 H 8.786 10.505 -3.092  0.371
93 H 9.969 11.368 -2.177  0.337
94 H 6.786 11.332 -0.208  0.307
95 H 6.783 11.294 -1.863  0.366
96 H 7.764 12.408 -0.811  0.324
97 H 9.590 7.827 -2.978  0.258
98 H 10.491 7.414 -1.828  0.266

Entry 2:
Density functional theory data (ωB97M-V/def2-TZVPD) for 10 unconnected molecules or ions with the total composition C23H61F4N9O16S4 in a non-equilibrium geometry.

The value obtained for the frontier orbital gap is 5.73 eV. Its total charge is +4. Its electronic energy is -125171.484 eV. The maximum force is 8.8 eV Å⁻¹. The LUMO energy comes out at -0.3527 Eh.

Each line ends with the Mulliken charge.
Element x y z (Å)
1 C 0.222 -0.086 -0.516  0.327
2 C 0.430 0.322 0.941  0.030
3 O 1.724 0.640 1.451  -0.952
4 H 0.862 -0.938 -0.745  -0.014
5 H 0.484 0.745 -1.170  -0.393
6 H -0.786 -0.404 -0.784  0.039
7 H 0.067 -0.442 1.629  0.453
8 H -0.242 1.163 1.116  -0.174
9 C -1.715 3.001 3.630  -0.906
10 C -0.779 1.890 4.142  0.846
11 O -1.016 0.979 4.959  -0.499
12 N 0.695 2.162 3.776  0.319
13 H 0.869 1.618 2.944  -0.409
14 H 0.803 3.107 3.436  0.497
15 C 1.669 1.713 4.893  -0.663
16 H -2.732 2.650 3.804  0.315
17 H -1.522 3.273 2.593  0.094
18 H -1.530 3.937 4.158  0.444
19 H 1.718 2.591 5.538  0.397
20 H 2.635 1.666 4.390  0.180
21 H 1.268 0.797 5.326  0.291
22 C -3.090 -1.024 2.820  0.087
23 C -3.025 -2.039 3.935  0.475
24 O -2.343 -1.969 4.970  -0.491
25 N -3.894 -3.327 3.666  -0.218
26 H -4.614 -3.333 2.958  0.439
27 H -3.425 -4.199 3.464  0.283
28 C -4.600 -3.708 5.016  -0.909
29 H -2.063 -0.706 2.639  -0.563
30 H -3.647 -0.103 2.992  0.662
31 H -3.520 -1.488 1.932  0.057
32 H -5.142 -4.641 4.862  0.393
33 H -5.381 -3.011 5.320  0.362
34 H -3.763 -3.792 5.710  0.408
35 C 2.176 -2.859 3.648  -1.300
36 C 2.038 -2.933 2.129  0.624
37 O 1.195 -3.723 1.644  -0.431
38 N 2.949 -2.046 1.285  0.614
39 H 2.621 -1.091 1.253  -0.554
40 H 3.712 -1.971 1.943  0.519
41 C 3.322 -2.595 -0.107  -0.683
42 H 1.313 -3.385 4.054  0.354
43 H 2.173 -1.877 4.122  0.305
44 H 3.051 -3.453 3.913  0.459
45 H 3.347 -1.873 -0.924  0.233
46 H 2.634 -3.288 -0.590  0.259
47 H 4.359 -2.898 0.039  0.388
48 C 4.923 1.471 1.410  -0.650
49 C 5.606 0.974 0.139  0.164
50 O 4.922 0.352 -0.684  -0.440
51 N 7.061 1.281 -0.079  -0.126
52 H 7.293 1.357 -1.059  0.423
53 H 7.161 2.264 0.131  0.433
54 C 8.002 0.242 0.661  -0.658
55 H 4.868 0.699 2.178  0.293
56 H 3.941 1.934 1.309  -0.037
57 H 5.549 2.205 1.917  0.544
58 H 9.004 0.609 0.440  0.367
59 H 7.703 -0.688 0.177  0.332
60 H 7.685 0.210 1.703  0.301
61 C 2.006 3.745 -0.927  -0.504
62 C 1.818 3.573 -2.444  0.532
63 O 2.407 2.858 -3.170  -0.457
64 N 0.672 4.488 -3.054  0.141
65 H -0.121 4.424 -2.433  0.129
66 H 0.847 5.483 -3.059  0.466
67 C 0.439 4.345 -4.532  -0.701
68 H 1.825 4.766 -0.589  0.420
69 H 3.059 3.511 -0.772  0.254
70 H 1.373 2.925 -0.587  -0.151
71 H 1.298 4.773 -5.049  0.393
72 H -0.424 4.979 -4.734  0.385
73 H 0.318 3.308 -4.846  0.102
74 C -0.049 0.257 -4.572  -0.282
75 C 0.599 -0.363 -5.834  0.368
76 O 1.807 -0.087 -6.028  -0.455
77 N -0.224 -1.012 -6.844  -0.062
78 H -0.942 -1.452 -6.287  0.383
79 H -0.636 -0.343 -7.479  0.372
80 C 0.538 -2.094 -7.681  -0.799
81 H -1.085 0.536 -4.764  0.549
82 H 0.401 1.133 -4.104  -0.404
83 H -0.037 -0.638 -3.950  0.205
84 H -0.088 -2.345 -8.537  0.356
85 H 0.893 -2.929 -7.077  0.335
86 H 1.460 -1.682 -8.092  0.376
87 C -1.433 -3.256 -1.370  -0.670
88 C -1.675 -3.606 0.102  0.202
89 O -1.413 -2.808 1.058  -0.178
90 N -2.234 -5.029 0.403  -0.053
91 H -2.407 -5.100 1.396  0.300
92 H -3.130 -5.047 -0.063  0.420
93 C -1.131 -6.131 0.194  -0.688
94 H -1.833 -4.045 -2.007  0.597
95 H -0.402 -2.920 -1.483  0.011
96 H -2.108 -2.434 -1.606  0.134
97 H -0.921 -6.375 -0.847  0.323
98 H -1.487 -7.052 0.656  0.382
99 H -0.326 -5.784 0.843  0.289
100 N -1.665 4.524 -1.782  -0.723
101 S -3.098 4.298 -2.731  1.067
102 O -4.341 4.840 -2.113  -0.547
103 O -3.155 3.215 -3.751  -0.552
104 F -2.873 5.575 -3.687  -0.293
105 S -2.011 3.200 -1.062  1.283
106 O -1.668 1.984 -1.751  -0.245
107 O -3.152 3.202 -0.166  -0.550
108 F -0.937 3.402 0.090  -0.443
109 N -6.174 0.057 0.077  -0.601
110 S -5.797 1.578 0.790  1.089
111 O -6.339 2.859 0.151  -0.540
112 O -4.651 1.642 1.672  -0.485
113 F -6.881 1.374 1.955  -0.300
114 S -4.801 0.099 -0.704  1.022
115 O -3.589 -0.290 0.021  -0.251
116 O -4.712 1.126 -1.711  -0.524
117 F -5.039 -1.219 -1.575  -0.367

Question: Look up the electronic energy of the first one.
Answer: -52657.981 eV